No. 1
This record from the Open Molecules 2025 dataset describes 3 unconnected molecules or ions with the total composition C29H45Br2NO2. The level of theory is wB97M-V/def2-TZVPD.

Geometry as XYZ:
```
79
Properties=species:S:1:pos:R:3:lowdin_charge:R:1
C 6.064 -1.354 4.965 -0.124
C 4.793 -2.087 4.530 -0.759
Br 5.061 -3.030 2.820 0.695
C 3.504 -1.215 4.545 -0.635
Br 2.525 -1.648 6.184 0.787
C 3.734 0.271 4.364 -0.156
C 4.072 0.818 3.194 -0.195
N 4.251 0.092 1.997 0.128
C 4.225 2.331 3.140 -0.294
O 5.100 2.872 2.490 0.114
C 3.198 3.074 3.941 0.053
C 2.854 2.533 5.102 -0.138
C 1.828 3.115 6.043 -0.110
C 0.476 3.330 5.307 -0.127
C 0.082 2.049 4.606 -0.249
C -0.381 0.977 5.327 -0.054
C -0.701 -0.199 4.702 -0.104
C -0.554 -0.322 3.347 -0.094
C -0.112 0.746 2.612 -0.077
C 0.200 1.923 3.244 -0.054
C 3.554 1.252 5.502 -0.323
O 3.959 1.065 6.630 0.082
H 5.849 -0.593 5.719 0.081
H 6.655 -0.974 4.131 0.070
H 6.707 -2.094 5.451 0.081
H 4.632 -2.891 5.241 0.038
H 2.880 -1.530 3.707 0.077
H 5.127 -0.424 2.047 0.045
H 4.412 0.772 1.255 0.094
H 2.744 3.987 3.571 0.133
H 2.174 4.036 6.518 0.126
H 1.640 2.379 6.830 0.114
H 0.546 4.180 4.624 0.110
H -0.285 3.576 6.053 0.118
H -0.504 1.004 6.406 0.123
H -1.072 -1.041 5.272 0.108
H -0.781 -1.259 2.851 0.108
H -0.004 0.701 1.534 0.094
H 0.568 2.763 2.665 0.115
C -1.736 -0.668 -1.277 -0.112
C -0.701 0.403 -1.602 -0.270
C -1.250 1.825 -1.505 -0.229
C -2.387 2.145 -2.477 -0.224
C -2.053 1.941 -3.954 -0.270
C -0.926 2.841 -4.452 -0.108
H -2.565 -0.655 -1.986 0.060
H -1.280 -1.658 -1.321 0.069
H -2.140 -0.529 -0.271 0.073
H -0.286 0.222 -2.598 0.094
H 0.133 0.306 -0.902 0.093
H -0.429 2.532 -1.657 0.102
H -1.608 2.000 -0.485 0.105
H -2.692 3.185 -2.322 0.110
H -3.262 1.538 -2.228 0.102
H -2.951 2.150 -4.542 0.106
H -1.799 0.894 -4.146 0.081
H -1.174 3.894 -4.304 0.075
H -0.756 2.684 -5.519 0.069
H 0.014 2.634 -3.937 0.065
C -1.554 -2.653 -4.332 -0.110
C -1.870 -2.715 -5.823 -0.263
C -3.033 -1.813 -6.231 -0.225
C -4.377 -2.155 -5.586 -0.229
C -4.871 -3.579 -5.833 -0.271
C -5.120 -3.888 -7.307 -0.113
H -2.389 -3.008 -3.727 0.069
H -0.690 -3.279 -4.100 0.074
H -1.319 -1.631 -4.027 0.051
H -2.068 -3.750 -6.114 0.099
H -0.982 -2.406 -6.382 0.105
H -3.134 -1.839 -7.320 0.102
H -2.784 -0.776 -5.980 0.099
H -5.128 -1.450 -5.958 0.110
H -4.317 -1.985 -4.507 0.098
H -5.807 -3.719 -5.285 0.104
H -4.164 -4.304 -5.421 0.098
H -5.852 -3.197 -7.731 0.074
H -5.509 -4.901 -7.423 0.068
H -4.203 -3.819 -7.894 0.065
```

ΔE to the lowest compared entry with this formula, charge and spin in kcal/mol: 12.5
SMILES string: C[C@H](Br)[C@@H](Br)C1=C(N)C(=O)C=C(CCc2ccccc2)C1=O.CCCCCC.CCCCCC
E_tot in Eh: -6485.258730
Net charge: 0

=====

No. 2
This record from the Open Molecules 2025 dataset describes 2 unconnected molecules or ions with the total composition C2H7N. The level of theory is wB97M-V/def2-TZVPD.

Geometry as XYZ:
```
10
Properties=species:S:1:pos:R:3:nbo_charge:R:1
C 3.059 -1.414 1.404 -0.384
C 4.178 -2.075 1.661 -0.388
H 2.161 -1.641 1.963 0.190
H 2.991 -0.705 0.590 0.194
H 4.189 -2.872 2.390 0.194
H 5.095 -1.774 1.166 0.193
N -5.235 2.410 -2.300 -1.067
H -5.567 2.635 -3.229 0.356
H -4.842 3.267 -1.924 0.355
H -6.029 2.169 -1.721 0.356
```

ΔE to the lowest compared entry with this formula, charge and spin in kcal/mol: 18.8
SMILES string: C=C.N
E_tot in Eh: -135.115101
Net charge: 0

=====

No. 3
This record from the Open Molecules 2025 dataset describes a molecular structure, C26H32MgN6O3. The level of theory is wB97M-V/def2-TZVPD.

Geometry as XYZ:
```
68
Properties=species:S:1:pos:R:3:nbo_charge:R:1
Mg -0.157 -0.219 -0.074 1.770
C -2.341 -1.995 -1.239 -0.443
N -1.252 -2.393 -0.321 -0.514
C -0.710 -3.677 -0.801 -0.226
C 0.755 -3.959 -0.485 -0.406
C 1.725 -3.019 -1.199 -0.229
N 1.771 -1.689 -0.607 -0.603
C 2.846 -1.443 0.064 0.184
C 3.233 -0.250 0.751 -0.302
C 4.481 -0.222 1.405 -0.130
C 4.919 0.896 2.064 -0.308
C 4.099 2.040 2.083 -0.159
C 2.881 2.053 1.456 -0.327
C 2.394 0.905 0.769 0.521
O 1.261 0.902 0.193 -0.891
C -1.873 -2.566 1.008 -0.233
C -0.954 -2.937 2.176 -0.417
C 0.189 -1.931 2.434 -0.232
N -0.215 -0.645 1.929 -0.612
C -0.484 0.310 2.738 0.162
C -1.231 1.479 2.377 -0.194
C -1.358 2.533 3.297 -0.154
C -2.235 3.568 3.089 -0.299
C -3.049 3.538 1.947 -0.172
C -2.945 2.527 1.028 -0.281
C -1.995 1.481 1.168 0.428
O -1.888 0.556 0.268 -0.916
H -3.117 -2.773 -1.290 0.172
H -1.948 -1.834 -2.240 0.204
H -2.793 -1.069 -0.891 0.253
H -0.813 -3.705 -1.889 0.198
H -1.323 -4.500 -0.406 0.184
H 0.970 -4.981 -0.812 0.214
H 0.951 -3.914 0.585 0.207
H 1.427 -2.950 -2.251 0.172
H 2.721 -3.480 -1.186 0.182
H 3.598 -2.244 0.128 0.149
H 5.099 -1.115 1.381 0.198
H 5.879 0.902 2.562 0.208
H 4.441 2.924 2.608 0.207
H 2.239 2.925 1.469 0.226
H -2.651 -3.343 0.940 0.175
H -2.362 -1.624 1.249 0.240
H -0.547 -3.943 2.056 0.200
H -1.599 -2.961 3.057 0.217
H 1.094 -2.239 1.909 0.196
H 0.416 -1.903 3.508 0.183
H -0.235 0.194 3.802 0.158
H -0.738 2.514 4.188 0.200
H -2.317 4.380 3.799 0.207
H -3.772 4.331 1.789 0.202
H -3.565 2.520 0.139 0.205
C -1.388 4.358 -2.955 -0.411
N -0.912 2.989 -3.086 -0.406
C -0.796 2.405 -4.285 0.128
C -0.360 1.130 -4.415 -0.409
C -0.096 0.423 -3.208 0.473
N -0.274 0.958 -2.013 -0.660
C -0.576 2.291 -1.877 0.785
O -0.591 2.917 -0.849 -0.581
N 0.346 -0.862 -3.259 -0.803
H -1.088 4.942 -3.824 0.199
H -0.964 4.780 -2.050 0.257
H -2.475 4.378 -2.862 0.206
H -1.046 3.012 -5.145 0.211
H -0.227 0.679 -5.385 0.226
H 0.750 -1.190 -4.117 0.395
H 0.773 -1.165 -2.394 0.419
```

E_tot in Eh: -1764.469364
Net charge: 0

=====

No. 4
This record from the Open Molecules 2025 dataset describes a molecular structure, C11H23CuO10. The level of theory is wB97M-V/def2-TZVPD.

Geometry as XYZ:
```
45
Properties=species:S:1:pos:R:3:nbo_charge:R:1
Cu 0.780 1.202 0.586 0.894
C -1.463 2.487 4.412 -0.630
C -0.337 2.169 3.451 -0.045
O -0.609 2.518 2.146 -0.997
H -1.189 2.469 5.472 0.195
H -2.294 1.795 4.233 0.177
H -1.883 3.490 4.291 0.202
H 0.029 1.138 3.660 0.097
H 0.585 2.700 3.788 0.102
C 2.627 -3.272 0.490 -0.267
O 2.885 -2.718 -0.813 -0.496
C 2.831 -1.402 -0.926 1.002
O 2.291 -0.628 -0.179 -0.675
O 3.431 -1.052 -2.060 -0.493
C 3.605 0.335 -2.296 -0.269
H 3.547 -3.261 1.069 0.198
H 2.291 -4.289 0.312 0.201
H 1.813 -2.723 0.961 0.211
H 4.365 0.806 -1.673 0.194
H 2.635 0.826 -2.206 0.208
H 3.924 0.481 -3.327 0.197
C -0.554 -2.620 -1.422 -0.251
O -1.532 -2.587 -0.408 -0.491
C -1.537 -1.635 0.509 1.003
O -0.719 -0.762 0.651 -0.685
O -2.596 -1.820 1.281 -0.485
C -2.893 -0.796 2.221 -0.271
H -0.891 -3.263 -2.227 0.204
H 0.410 -2.931 -1.020 0.184
H -0.379 -1.627 -1.851 0.187
H -2.186 -0.813 3.053 0.197
H -3.900 -0.925 2.602 0.200
H -2.797 0.221 1.838 0.209
C 0.136 0.712 -4.239 -0.272
O -1.003 1.034 -3.450 -0.479
C -0.808 1.215 -2.147 1.017
O 0.263 1.143 -1.579 -0.739
O -1.934 1.583 -1.608 -0.485
C -2.008 2.138 -0.297 -0.295
H -0.140 -0.137 -4.865 0.194
H 1.068 0.554 -3.713 0.205
H 0.290 1.489 -4.993 0.194
H -1.645 1.454 0.471 0.231
H -3.050 2.234 -0.002 0.205
H -1.457 3.069 -0.196 0.218
```

ΔE to the lowest compared entry with this formula, charge and spin in kcal/mol: 27.7
E_tot in Eh: -2825.741525
Net charge: 0

=====

no.,M (g/mol)
1,599.49
2,45.09
3,500.89
4,378.84